Entry from the Open Molecules 2025 dataset: a structure of composition C2H10Ni3O11 in a non-equilibrium geometry (ωB97M-V/def2-TZVPD).

Last column: natural (NBO) charge in e.
CARTESIAN COORDINATES (ANGSTROEM)
Ni: -16.1495 -3.1806 -21.0904  0.941
Ni: -15.0694 -6.8852 -21.5657  1.580
Ni: -19.0411 -7.9167 -22.6017  1.602
C: -17.4937 -6.0636 -21.8077  0.979
O: -17.0894 -7.2496 -22.0302  -0.858
O: -18.6462 -5.8499 -22.1072  -0.778
O: -16.5625 -5.2070 -21.5606  -0.855
C: -14.3785 -7.4746 -19.2057  0.892
O: -15.1755 -8.0884 -19.8891  -0.768
O: -14.2176 -7.6719 -18.0007  -0.121
O: -14.0246 -6.4657 -19.7773  -0.751
O: -19.7773 -3.8536 -23.4042  -0.969
H: -20.6520 -4.2121 -23.5547  0.497
H: -19.3175 -4.5386 -22.9188  0.473
O: -14.0531 -5.6720 -22.8170  -0.987
H: -13.2352 -5.1889 -22.9347  0.544
H: -14.4004 -5.7753 -23.7029  0.508
O: -20.4285 -4.5397 -19.9512  -0.921
H: -19.8023 -4.3945 -19.2420  0.474
H: -19.8851 -4.6650 -20.7292  0.448
O: -18.3362 -7.6105 -24.6947  -1.004
H: -18.0108 -8.1434 -25.4202  0.538
H: -18.6784 -6.8200 -25.1121  0.524
O: -17.7014 -2.5912 -22.3917  -1.027
H: -18.5987 -2.8765 -22.5641  0.527
H: -17.5520 -1.8796 -23.0143  0.512

The orbital gap (spin up / spin down) comes out at 6.512 / 4.503 eV. As for the spin multiplicity: 7. The charge is +2.

=====

Entry from the Open Molecules 2025 dataset: a cluster of 3 separate species, C2H10O2S2 in total in a non-equilibrium geometry (ωB97M-V/def2-TZVPD).

Last column: natural (NBO) charge in e.
CARTESIAN COORDINATES (ANGSTROEM)
C: -2.3867 0.1275 0.2717  -0.744
S: -1.2199 -1.2737 0.0646  0.091
S: 0.5901 -0.3863 0.6281  0.050
C: 0.3865 -0.7589 2.4292  -0.722
H: -1.8377 1.0544 0.3795  0.239
H: -2.9299 0.0465 1.2224  0.203
H: -3.1729 0.1137 -0.4799  0.229
H: 0.5117 -1.8261 2.5613  0.220
H: -0.6011 -0.4626 2.7551  0.219
H: 1.1596 -0.2285 2.9797  0.215
H: 3.3405 1.2995 -0.7878  0.469
H: 2.7672 2.5907 -1.2029  0.459
O: 3.2676 1.8580 -1.5723  -0.927
H: 0.3078 1.6664 -1.7236  0.470
H: -0.5517 1.6055 -2.9892  0.472
O: -0.4514 1.2577 -2.0965  -0.942

The orbital gap comes out at 9.087 eV. The SMILES is CSSC.O.O. The charge is 0.

=====

Entry from the Open Molecules 2025 dataset: an isolated molecule of C2H10O2Si2 in a non-equilibrium geometry (ωB97M-V/def2-TZVPD).

Last column: natural (NBO) charge in e.
CARTESIAN COORDINATES (ANGSTROEM)
C: 1.9995 -0.8939 -0.0547  -1.131
C: -1.7863 -0.7683 0.4555  -1.130
O: 1.6655 1.8720 0.4609  -1.101
O: -1.7265 2.2112 0.3213  -1.023
Si: 1.1290 0.6542 -0.5626  1.169
Si: -1.1715 0.7120 -0.5071  1.187
H: 2.8714 -0.7800 0.6759  0.248
H: 1.3166 -1.3091 0.6258  0.218
H: 2.3369 -1.5885 -0.7896  0.248
H: -0.7555 -1.1932 0.8379  0.232
H: -2.4771 -0.4253 1.2585  0.264
H: -2.2337 -1.4628 -0.2830  0.251
H: 2.4720 1.8482 0.9397  0.499
H: -1.1778 2.3002 1.0397  0.472
H: 1.9281 0.9439 -1.7565  -0.213
H: -1.6581 0.6804 -1.8572  -0.192

The orbital gap comes out at 10.312 eV. The SMILES is C[Si@H](O)[Si@@H](C)O. The charge is 0.

=====

no.,calculated total energy (Eh)
1,-5434.04329
2,-1029.03343
3,-811.70314